176
Properties=species:S:1:pos:R:3:forces:R:3 method="wB97M-V/def2-TZVPD" total_charge=+1 e_homo_ev=-10.19
H 1.35119 2.66399 -3.30814 1.58 -1.02 -0.47
O 6.23570 -0.62640 2.63540 0.25 -0.10 0.52
H 2.95258 -1.51222 -1.66999 -0.20 1.29 0.88
H 1.96567 -2.30075 -4.49796 0.97 0.93 0.18
C 2.18564 0.49703 -3.30357 1.01 1.17 -0.42
H 0.58255 -3.31568 8.47030 0.09 0.02 -0.12
H 0.03350 2.45464 1.47751 -1.02 -0.37 -1.21
H 9.24905 -0.44451 3.24005 0.04 -0.09 0.20
F 2.07071 -5.01801 -3.46429 -2.86 -0.78 -1.07
C 0.22491 1.01421 -8.33369 4.78 -3.34 -1.98
C 1.31803 -2.09401 6.88439 -0.43 0.52 0.20
H 0.67992 -0.77895 -5.17696 -0.24 0.22 0.37
C 8.30288 -0.22716 3.74000 -0.20 0.35 -0.18
H -2.42324 1.60333 5.53028 0.14 -0.06 0.23
C -6.56832 -1.79890 -3.21536 -0.30 0.16 0.06
H -1.45033 -1.18655 13.37308 0.00 -0.15 -0.16
H 3.28464 -2.13172 6.04067 -0.02 -0.19 -0.09
C 2.06287 2.00027 -3.92235 -1.13 0.08 -1.58
H -1.06610 3.28297 0.21785 0.51 -1.98 1.04
H -1.58024 1.38481 10.54851 0.00 -0.13 0.05
C 0.68516 -0.07226 -3.16925 -0.76 2.16 -1.55
H -1.59599 -2.00223 -5.78001 -0.90 1.52 0.37
C -2.42096 0.30470 12.18350 -0.49 0.74 0.23
H -0.00318 -1.23857 -8.97454 1.26 1.22 -0.01
H 5.83146 -0.46888 -0.15975 -0.60 -1.41 0.24
O 2.22122 3.77706 6.53931 0.48 0.15 -0.30
H -1.08877 1.08173 -0.91744 0.72 0.40 0.23
H -1.71066 -0.82901 -2.22734 1.59 -1.13 0.17
H 3.95536 6.17674 5.69862 0.21 -0.05 0.00
C -4.77983 -0.86477 7.70303 0.27 -0.02 -0.32
H 0.28983 2.39405 -5.34119 1.62 -0.89 0.04
O 2.51004 2.39020 0.22479 1.85 -0.81 -1.55
C -0.89468 0.59520 4.42748 -0.16 -0.41 -0.25
H -7.90243 -1.17016 -8.58380 0.04 0.14 -0.17
P 3.23580 2.13171 -1.33685 -0.74 1.80 0.04
H 2.06193 3.90017 -8.47538 -0.95 -1.20 0.82
H 0.97506 1.40419 3.79548 -0.08 -0.01 0.04
H 3.22998 2.59410 4.58149 0.06 0.11 0.05
C 1.08978 -0.84685 -0.76817 2.81 0.09 1.81
H -0.78321 1.38636 -7.97848 1.74 -0.30 -0.64
C -6.61744 -2.06575 -1.73446 -0.70 0.33 0.29
H -0.45509 0.26338 11.33881 -0.03 -0.20 -0.12
C 0.27371 1.52279 4.62602 0.17 -0.15 -0.35
C 3.83734 3.46909 4.82354 -0.25 -0.32 -0.05
O -3.13504 1.24034 12.50082 0.40 -0.62 -0.22
H -2.31080 -3.25678 -2.75840 1.69 0.45 0.27
H 0.67680 -3.93693 -1.71186 -1.56 -0.69 -0.44
C -1.48656 0.39809 11.00661 -0.13 0.39 -0.09
H -4.11304 -1.18324 -8.09514 -0.13 0.00 -0.06
H -0.52903 -0.40115 0.67834 1.48 0.52 -0.49
H 0.37570 3.63284 -7.78896 1.35 -0.94 -0.02
C -3.32228 5.30061 -0.69739 0.40 -0.33 0.17
H 2.15882 -1.00918 5.25097 -0.02 -0.12 0.05
H -4.34468 5.69601 -2.53460 -0.18 0.09 0.11
H -5.82342 -0.98756 7.40606 0.00 -0.11 0.20
Br 5.07314 -0.04614 -3.62005 -0.76 -0.12 -0.94
H 1.00999 -1.96707 -2.47413 -0.29 0.76 0.25
H -2.75323 -0.10726 5.19874 0.10 0.11 -0.01
H -1.67721 1.80291 1.21375 1.17 0.55 -0.67
H 0.98518 0.52316 1.07921 -0.43 -1.03 -1.74
H 3.51318 -2.48379 -3.54076 -0.90 1.35 -1.01
Cl 5.33793 2.23294 -0.83224 -0.80 -0.61 0.32
H -7.45428 0.55855 -8.72911 -0.04 -0.16 -0.15
H -4.25286 6.81486 0.49283 -0.04 0.13 -0.17
C -2.19046 -1.11104 -5.36464 -0.14 0.39 1.06
H 3.72049 1.64725 -8.80814 -1.99 -0.47 0.09
H -3.21117 7.43287 -0.82749 -0.22 0.03 0.05
H 4.74720 -2.98866 -5.38576 -1.39 1.01 -0.54
H -5.42212 -3.83636 -1.58792 0.16 0.08 -0.09
H 4.23009 -1.52773 -6.35130 -0.80 -1.06 0.70
C 2.22713 -0.24210 -9.14915 -1.76 2.77 1.53
C -0.39724 -4.24655 -1.99229 -0.80 0.40 0.04
H 4.94651 5.18113 6.81101 0.05 0.11 -0.18
H -5.04042 2.11271 9.49878 -0.01 -0.16 -0.01
C -5.06237 -0.97894 -8.59494 0.28 -0.04 0.26
F 0.54845 -5.14134 -5.23146 0.93 -0.44 3.49
N -0.23105 1.39543 -0.42263 -0.51 -0.54 0.43
C 0.88391 -5.61013 -3.92817 1.14 -2.62 -1.93
H -4.28368 3.98365 -2.07201 -0.01 0.12 0.06
H -2.48572 6.73896 0.63587 -0.11 -0.03 -0.10
H 0.78885 1.27768 5.55714 -0.15 0.23 0.10
H -5.64445 -2.96184 -0.05952 0.01 0.03 -0.14
H 3.85713 4.13239 3.95608 0.22 0.01 0.05
H 8.28952 -2.91513 2.80405 0.06 -0.02 0.21
H -2.78457 -1.48263 -4.45311 0.74 0.30 -1.46
H 8.39690 -0.39172 4.81532 0.18 -0.12 -0.07
H 2.89895 -1.07327 -9.52664 -1.09 1.31 0.53
C 7.38421 -2.59304 3.32253 -0.38 -0.05 -0.19
H 3.38604 5.83627 7.34462 0.05 -0.08 -0.12
H 8.04801 0.82036 3.56695 0.02 -0.14 0.01
C 1.30126 -3.38939 7.65157 -0.27 0.11 0.26
H -5.10176 0.48066 10.19212 -0.21 -0.03 -0.01
C -0.92270 -1.61588 -1.93021 -2.79 -1.62 -0.16
C -5.47673 -2.84515 -1.13225 -0.09 -0.08 0.42
H 5.04478 -2.03949 -0.90966 0.65 1.06 1.25
H -2.74230 -1.80851 12.29809 0.22 -0.06 0.02
C 0.35587 0.16373 0.18227 -1.70 -0.09 1.26
B 3.62519 -0.70324 0.24272 1.93 0.31 1.85
H 3.20789 -3.12630 -6.35307 0.78 1.37 0.82
H 1.11290 -1.86348 -0.21248 -0.25 1.54 -0.86
C -7.48737 -0.30532 -8.06204 -0.13 0.06 0.38
H -1.79111 0.56320 -3.96697 1.31 -0.34 -1.04
C -1.97672 0.60998 5.47229 0.13 -0.24 -0.48
H -1.18307 -1.86915 -0.83425 1.02 0.74 -1.53
H -5.38632 5.07792 -1.21430 0.00 0.18 -0.13
C -2.43918 -0.98940 12.95389 -0.29 0.11 0.28
O -7.53985 -1.66874 -1.05054 0.51 -0.22 -0.27
H -5.67836 -1.21442 -3.45869 0.04 -0.17 -0.16
H -0.80993 -2.99103 -3.78362 -0.63 0.37 1.44
H -7.45153 -1.22940 -3.51015 0.14 -0.07 0.04
H -1.04307 0.75273 -5.71724 -0.10 -0.63 1.74
H 0.99979 -4.20726 6.99371 0.21 -0.05 0.02
N 1.45985 1.79183 -8.33945 -0.98 0.75 -0.26
C 3.93136 5.42669 6.49208 -0.24 0.08 0.28
C 2.11751 3.12775 -6.34902 -0.65 -0.18 -0.04
H 4.84837 3.13660 5.06829 0.05 0.16 -0.15
C -1.18975 -3.01847 -2.70612 0.71 -0.44 -0.41
H 0.05788 0.86009 -2.89990 1.11 -1.69 0.32
H 3.24261 0.09607 -5.35778 -0.48 -0.36 1.70
H 2.04647 4.17179 -5.86803 0.34 -1.60 -0.61
C 3.23316 4.18546 6.00316 -0.64 -0.19 0.39
O -5.83393 -0.59250 -6.37798 0.00 -0.01 -0.48
C 1.42959 3.19718 -7.82201 1.24 0.15 1.07
C -4.40900 5.00079 -1.69494 0.14 -0.38 -0.07
F -0.18061 -6.67892 -2.02244 -0.21 2.33 -1.77
H -4.14270 -1.10151 6.84839 -0.08 0.03 0.12
C -3.32358 6.66399 -0.06029 0.34 -0.10 0.23
H -2.95009 -0.68692 -6.09753 1.04 -0.70 0.85
H -1.56191 0.32420 6.44013 -0.01 0.27 0.00
H -4.53790 -2.30665 -1.28344 0.05 -0.12 -0.14
C -6.10240 -0.62271 -7.56562 0.06 0.03 0.64
H -1.74745 -0.35903 10.26359 0.22 -0.09 0.04
C 7.21526 -1.10387 3.18125 -0.38 0.23 -0.19
F 1.18898 -6.99213 -4.11572 -0.56 3.31 0.35
C -4.53256 0.55803 8.13143 0.40 0.54 -0.21
C 5.12671 -1.34647 0.00445 -1.66 -0.43 -0.24
C 1.38456 2.03016 -5.40319 0.10 0.99 -0.37
H -4.92196 -0.14488 -9.28568 -0.11 -0.14 -0.14
H 4.02600 -0.64526 2.19697 -0.39 0.46 -0.75
H 5.34146 -1.95163 0.94793 0.22 0.88 -1.49
H -4.53630 -1.54688 8.52041 -0.22 -0.02 0.01
N 0.49337 -1.13406 -2.10627 -0.35 -0.92 0.53
C -0.34127 -5.55426 -2.89780 -0.50 -0.63 0.98
C -1.20369 0.06790 -4.80762 -1.41 -1.55 -2.14
H 7.43772 -2.86236 4.37935 0.21 -0.03 -0.06
H -0.07253 2.55817 4.64650 0.08 -0.02 0.26
C 3.82420 -2.38663 -5.72741 0.54 -0.96 0.58
C -0.77427 2.27064 0.68795 0.14 1.00 0.01
H 3.20677 2.79678 -6.48940 -1.45 0.72 0.25
H -6.38970 1.03995 9.07714 0.00 -0.18 0.14
O -0.96057 -0.14055 3.45539 0.12 0.19 0.13
H 2.29029 -3.58619 8.07063 0.00 -0.15 -0.15
O -2.47465 4.47169 -0.41653 -0.66 0.61 -0.37
O 0.60434 -1.16209 7.20208 0.29 -0.38 -0.18
C 2.66410 -0.55733 -1.06583 -1.49 -1.98 -0.47
H 1.43302 1.02292 -5.92458 -0.16 1.35 0.55
H 3.08565 2.48419 -4.09904 -1.38 -0.84 0.87
H -3.15744 -0.91275 13.77281 0.09 0.01 -0.11
H 3.14190 3.00423 0.66879 -0.55 -0.61 -0.20
N 0.05406 -0.60768 -4.39023 0.13 1.14 1.15
C 2.68244 1.18139 -8.77980 -4.15 -4.17 -0.39
N 2.89203 0.56880 -1.97262 -1.62 0.67 2.06
C 3.01851 -1.88589 -4.39596 1.06 -1.16 -1.01
H -5.37010 -1.87346 -9.14021 -0.02 0.15 -0.16
C 3.17669 -0.30873 -4.28848 0.21 -1.07 -0.07
C 2.25319 -1.99681 5.70777 -0.06 0.38 -0.13
H 1.99384 -2.75289 4.96357 0.17 -0.08 0.07
H -8.13047 -0.06716 -7.21246 0.10 -0.04 -0.10
F -1.52743 -5.79395 -3.62839 2.26 0.68 1.37
H -6.56223 -2.74362 -3.76334 0.21 0.07 -0.06
H 6.52597 -3.09932 2.87538 0.11 0.05 0.06
C 0.69268 -0.35244 -8.86713 1.57 3.59 1.07
H -0.95949 -4.52455 -1.03520 0.95 0.23 -1.30
C -5.32188 1.07619 9.30340 0.17 0.34 -0.03
O -3.72543 1.26138 7.55232 -0.56 -0.35 0.43
O 3.31859 -0.33515 1.58207 0.16 -1.00 -2.01